[1]
Molecular formula: C20H56Ag2NO23P4
Method: DFT, wB97M-V/def2-TZVPD

The geometry in XYZ format:
```
106
Properties=species:S:1:pos:R:3:forces:R:3
Ag 2.634 -0.126 -1.698 -0.5411 0.2987 0.1699
Ag 0.229 -2.271 -1.571 -0.2535 1.0066 0.5554
N -0.011 0.614 0.179 0.9419 0.1032 -0.7838
O -0.580 -0.238 -0.576 0.0677 -1.2938 -0.6058
O -0.690 1.420 0.751 -0.0530 0.2955 0.5075
O 1.258 0.637 0.231 -0.2017 -0.3642 -0.2143
C -3.137 2.006 -1.283 -0.7994 0.3542 -0.7210
O -3.238 2.794 -2.500 0.1539 0.6562 0.4704
P -3.624 2.037 -3.828 -0.2433 0.5885 -0.2012
O -2.710 0.976 -4.185 0.8305 -1.3204 -0.0865
O -5.113 1.614 -3.650 -0.7123 -0.8346 0.0309
C -6.104 2.502 -3.133 0.6265 1.7833 -0.0383
O -3.721 3.163 -4.919 -0.0270 0.4884 0.1640
C -2.558 3.815 -5.424 0.1273 -0.5822 -1.1458
H -3.067 2.696 -0.450 0.5464 0.0791 -0.1015
H -2.305 1.327 -1.426 -0.0091 -0.1654 0.5232
H -4.098 1.501 -1.145 0.2303 -0.4048 -0.0005
H -5.594 3.239 -2.503 -0.2137 -0.2906 0.4227
H -6.892 2.010 -2.582 0.1315 -0.4655 -0.1161
H -6.498 3.147 -3.921 -0.2567 -0.5370 -0.2783
H -2.254 4.622 -4.765 0.0283 0.1581 -0.1393
H -2.805 4.105 -6.446 -0.2814 0.7658 0.3475
H -1.737 3.126 -5.652 -0.0087 -0.2418 0.8357
C -5.394 1.167 5.558 1.0842 -0.5083 0.2928
O -6.019 1.424 4.308 -0.3276 0.3726 0.0326
P -5.835 0.412 3.099 0.1693 -0.1082 -0.0895
O -6.577 0.784 1.906 -0.3255 0.4248 -0.1878
O -4.271 0.298 2.915 0.2096 -0.5882 0.1819
C -3.636 1.402 2.283 0.2949 0.8421 0.6383
O -6.165 -1.014 3.690 0.2546 -0.3398 -0.1742
C -7.476 -1.208 4.218 -0.9389 1.1840 0.3151
H -5.858 0.334 6.086 -0.3346 0.1947 0.0405
H -5.353 2.062 6.170 -0.5454 0.1333 -0.1351
H -4.346 0.871 5.432 -0.0743 0.0020 -0.2883
H -3.568 1.252 1.214 -0.2501 0.0953 -0.0725
H -2.632 1.569 2.676 0.0807 -0.7237 0.0687
H -4.141 2.322 2.594 -0.2784 0.0493 -0.6499
H -7.354 -1.363 5.287 -0.2700 -0.6333 -0.0614
H -8.088 -1.923 3.675 0.6997 -0.6773 0.1240
H -8.111 -0.314 4.125 0.4721 0.2034 -0.0022
C 2.032 -4.892 3.242 -0.9779 -0.1086 0.3755
O 3.387 -4.471 3.392 0.0033 -0.3429 -0.6191
P 4.202 -3.935 2.158 -0.1385 0.3952 0.2033
O 3.864 -4.409 0.816 -0.4056 -0.1570 -0.2345
O 5.660 -4.210 2.643 0.2074 -0.0019 0.1726
C 6.715 -3.501 2.021 0.8064 1.3744 -0.8751
O 4.045 -2.347 2.287 0.3314 -0.1614 -0.0800
C 3.007 -1.734 1.553 -0.9822 0.7392 0.4279
H 1.364 -4.173 3.722 0.2600 -0.0324 0.3125
H 1.944 -5.861 3.725 -0.0884 0.0244 0.0393
H 1.632 -4.977 2.228 0.7638 -0.0673 -0.2572
H 6.498 -3.105 1.018 -0.5424 -0.4942 0.0335
H 7.611 -4.098 1.881 -0.1817 -0.3825 0.4814
H 6.952 -2.584 2.568 0.0383 -0.3518 0.4442
H 2.204 -2.420 1.263 0.3860 -0.2315 -0.3708
H 3.415 -1.170 0.718 0.0143 -0.1776 -0.2997
H 2.473 -1.019 2.185 0.4270 0.0996 0.1577
C 1.618 1.789 -5.701 -1.3013 1.1774 -0.8419
O 2.288 2.973 -5.232 0.2352 -0.7627 0.1040
P 2.740 3.066 -3.711 -0.9892 1.0364 -1.7368
O 3.153 1.796 -3.115 -0.1989 -0.7392 0.6388
O 1.516 3.837 -3.068 0.4511 -0.8095 0.6404
C 0.613 3.109 -2.222 -1.2516 0.5418 0.0417
O 3.873 4.096 -3.807 1.1226 0.3361 0.4746
C 3.792 5.437 -4.299 -0.6150 0.3248 -0.3799
H 0.788 2.130 -6.332 0.1636 0.2112 0.0028
H 1.080 1.282 -4.902 0.6586 -0.5903 0.0819
H 2.255 1.248 -6.392 0.2714 -0.5314 0.6350
H -0.393 3.368 -2.540 -0.1371 0.1626 -0.1152
H 0.703 3.460 -1.197 0.3286 -0.3063 0.0910
H 0.648 2.024 -2.323 0.5430 0.0102 0.1121
H 3.527 6.106 -3.483 0.1114 -0.0152 0.0278
H 3.034 5.511 -5.080 -0.0178 -0.0759 0.0793
H 4.741 5.715 -4.746 0.1646 -0.1751 0.2362
C 5.080 -2.693 -1.938 -1.6475 -0.8279 1.0295
O 4.472 -1.658 -2.713 0.3307 0.1361 -0.3654
C 5.296 -0.507 -2.821 0.1442 1.1574 -0.5162
C 5.751 0.078 -1.514 1.2931 -0.1483 -0.1715
O 4.627 0.524 -0.799 0.1814 0.0681 0.2989
C 4.943 1.306 0.336 -0.6101 0.6882 0.5273
H 4.988 -2.400 -0.887 0.7673 -0.0757 0.0245
H 6.052 -3.088 -2.228 0.2475 0.7697 -0.2526
H 4.413 -3.561 -1.965 -0.0521 0.1501 -0.3510
H 4.741 0.325 -3.271 -0.5337 -0.5231 -0.0193
H 6.117 -0.584 -3.543 0.2670 -0.7941 0.4002
H 6.447 0.884 -1.783 -0.3288 0.3012 0.1361
H 6.355 -0.586 -0.884 -0.1754 -0.2025 -0.0238
H 4.032 1.452 0.919 -0.0484 -0.4191 -0.0014
H 5.217 2.331 0.068 0.4718 -0.2243 -0.2854
H 5.699 0.830 0.961 0.0860 0.0061 -0.0804
C -0.505 -0.473 3.400 0.7849 -0.8024 0.7879
O -1.737 -1.142 3.471 -0.1901 0.6639 0.0613
C -1.568 -2.549 3.469 -0.1718 1.2493 -0.4647
C -2.946 -3.161 3.561 -0.7292 0.2778 -0.1155
O -2.926 -4.515 3.222 -0.6542 -1.0819 0.3186
C -2.711 -4.805 1.865 0.6980 0.8927 -0.2667
H 0.160 -0.959 2.665 -0.0965 0.1013 -0.0640
H -0.016 -0.579 4.381 0.2302 0.1545 -0.1565
H -0.550 0.585 3.163 -0.6355 -0.0099 -0.0712
H -0.957 -2.887 4.314 0.1724 -0.0181 -0.1090
H -1.058 -2.713 2.509 -0.0034 -0.8470 0.1526
H -3.721 -2.632 2.990 0.5006 0.2170 -0.4924
H -3.345 -3.056 4.572 0.3545 -0.3350 0.2055
H -3.229 -4.118 1.178 -0.0862 0.1212 0.2803
H -3.037 -5.803 1.588 0.0844 -0.1782 0.4864
H -1.629 -4.677 1.703 -0.1157 -0.3854 -0.5339
```
Forces are in eV/Å.

**LUMO level**: -5.42 eV
**Total charge**: +1
**HOMO-LUMO gap**: 6.267 eV


[2]
Molecular formula: C20H56Cl6O24P6
Method: DFT, wB97M-V/def2-TZVPD

The geometry in XYZ format:
```
112
Properties=species:S:1:pos:R:3:forces:R:3
C -0.528 -4.725 -3.532 -0.0181 -0.2375 -0.1049
O 0.431 -4.278 -4.493 -0.3077 -0.2559 -0.4476
P 1.469 -3.174 -4.090 0.5190 -0.0900 0.0609
O 2.456 -3.555 -3.090 -0.0517 0.1526 0.5606
O 0.613 -1.907 -3.691 -0.4368 0.1900 0.0899
C -0.382 -1.403 -4.627 0.4583 0.1844 0.6451
O 2.062 -2.831 -5.502 -0.1252 -0.1077 -0.6254
C 2.976 -1.738 -5.596 0.2891 0.2497 -0.1905
H -0.391 -4.226 -2.573 -0.0756 -0.0472 0.0446
H -0.425 -5.803 -3.425 0.1363 0.0387 0.1385
H -1.521 -4.536 -3.932 -0.0880 0.1913 0.0409
H -1.335 -1.412 -4.105 -0.1186 -0.0394 -0.1339
H -0.401 -1.989 -5.541 -0.0773 -0.0284 -0.0294
H -0.096 -0.374 -4.829 -0.1300 0.0462 -0.1917
H 2.543 -0.960 -6.227 -0.1212 -0.0355 0.0976
H 3.890 -2.082 -6.075 -0.0141 -0.1230 0.1061
H 3.216 -1.325 -4.616 0.0055 -0.0285 0.0026
C 3.952 7.081 3.439 0.0225 0.1557 0.3476
O 3.013 6.035 3.722 0.1556 0.0857 0.4213
P 2.596 5.061 2.565 -0.1599 -0.1092 0.0102
O 1.910 5.651 1.429 0.0168 0.0823 -0.5255
O 1.760 4.021 3.413 -0.2522 -0.0452 0.1596
C 1.362 2.822 2.753 0.2813 -0.9536 -0.0893
O 3.920 4.290 2.153 -0.0009 0.0669 -0.1431
C 4.772 3.737 3.156 0.5002 -0.1947 -0.0609
H 4.324 7.036 2.417 -0.0742 0.0395 -0.0606
H 4.783 6.987 4.137 0.0060 -0.0948 -0.0616
H 3.460 8.031 3.634 -0.0224 0.0290 -0.2024
H 0.287 2.728 2.611 -0.0714 0.4645 0.1710
H 1.691 1.982 3.370 -0.0810 0.0584 0.0636
H 1.832 2.681 1.778 0.0796 0.3144 -0.0017
H 4.295 3.648 4.131 -0.1682 0.0367 -0.0563
H 5.669 4.351 3.250 -0.1043 0.0945 0.0159
H 5.091 2.754 2.812 -0.1153 -0.0266 0.0220
C -6.449 -0.150 -1.504 -0.0802 -0.2484 -0.1757
O -5.079 -0.026 -1.915 -0.0388 0.2659 0.1536
P -3.898 -0.503 -0.978 -0.2995 0.3910 -0.1190
O -2.609 0.023 -1.425 0.2742 -0.3502 -0.1245
O -4.067 -2.077 -0.918 -0.0472 -0.2371 0.0261
C -4.066 -2.781 -2.162 0.4789 -0.2741 0.0896
O -4.360 -0.085 0.459 -0.0128 0.0930 0.2217
C -3.410 0.220 1.495 0.1024 0.0900 0.2612
H -6.957 0.779 -1.747 0.0338 0.0350 -0.0229
H -6.537 -0.349 -0.439 0.0416 0.0444 0.0331
H -6.902 -0.970 -2.061 -0.0370 0.0401 0.0120
H -4.819 -2.381 -2.838 -0.0339 -0.0462 -0.0448
H -4.247 -3.830 -1.941 -0.2091 0.0565 0.0456
H -3.075 -2.715 -2.609 0.0118 0.1149 -0.1824
H -3.735 1.130 1.996 -0.0402 0.0232 -0.1025
H -2.416 0.366 1.076 -0.0050 -0.0285 0.0044
H -3.407 -0.580 2.230 0.0126 -0.1223 -0.0818
C -4.089 5.637 -2.959 -0.7355 -0.0403 -0.1572
O -2.676 5.667 -2.801 -0.0977 0.1672 -0.0197
P -1.789 4.826 -3.824 -0.0707 0.1246 -0.0042
O -2.067 5.054 -5.236 -0.2788 -0.0421 -0.1367
O -0.350 5.196 -3.327 0.4251 0.1336 0.2544
C 0.131 6.526 -3.509 0.1154 0.5628 -0.0607
O -1.936 3.335 -3.372 0.0108 -0.4709 0.0524
C -1.522 2.912 -2.058 0.1297 0.4605 0.1402
H -4.409 5.103 -3.857 0.2433 -0.0502 0.0015
H -4.489 6.647 -3.046 0.2509 0.0834 0.1066
H -4.550 5.154 -2.097 0.1506 0.0074 0.0603
H 0.344 6.991 -2.546 0.0462 -0.2917 0.0979
H -0.595 7.169 -4.010 -0.0237 -0.2054 -0.1332
H 1.040 6.482 -4.104 -0.0021 -0.0048 0.0016
H -2.386 2.609 -1.475 -0.0516 -0.2493 -0.1974
H -1.025 3.724 -1.527 0.0614 0.0069 -0.0803
H -0.817 2.099 -2.186 -0.1284 -0.1623 0.0443
C 2.202 -5.929 -1.036 -0.4029 0.2130 -0.6106
O 2.215 -6.744 0.143 0.0609 0.1286 0.1266
P 3.056 -6.192 1.380 -0.2608 0.1917 -0.5289
O 4.486 -6.062 1.155 0.3035 -0.0120 0.0181
O 2.380 -4.812 1.766 -0.1480 -0.3058 -0.0544
C 1.032 -4.743 2.195 -0.4834 1.0870 1.5552
O 2.578 -7.156 2.526 0.0865 -0.2777 0.3449
C 3.192 -8.455 2.634 0.1669 0.2372 -0.4421
H 1.162 -5.810 -1.350 0.0208 -0.0303 0.1611
H 2.726 -6.402 -1.864 0.2123 -0.1543 0.2132
H 2.615 -4.933 -0.891 0.1177 -0.0401 0.1437
H 0.557 -5.665 2.525 0.2731 -0.3770 -0.6550
H 0.401 -4.160 1.527 0.1428 -0.4159 -0.4925
H 1.034 -4.148 3.121 0.1696 0.0100 -0.1342
H 4.169 -8.454 2.147 0.0083 0.0767 0.0928
H 2.558 -9.171 2.115 -0.0729 -0.1485 0.2680
H 3.322 -8.665 3.689 -0.1752 -0.1615 0.0412
C -0.381 -1.142 3.472 0.3818 0.0021 -0.1148
O -1.214 -0.005 3.740 0.1013 -0.1165 -0.3043
P -1.992 0.080 5.108 -0.0838 -0.3162 0.1989
O -1.231 -0.238 6.315 0.1745 0.0001 0.0270
O -3.242 -0.851 4.859 -0.2252 -0.2369 0.1935
C -3.996 -1.291 6.009 0.0600 -0.0742 -0.1904
O -2.632 1.506 5.022 -0.0268 0.5801 -0.1224
C -1.782 2.662 4.885 -0.0551 -0.0190 -0.0457
H -0.832 -1.791 2.721 -0.2713 0.1078 0.0748
H -0.179 -1.704 4.383 0.0125 0.0379 0.0309
H 0.550 -0.765 3.054 0.0332 -0.0239 0.0816
H -4.828 -1.867 5.616 -0.0858 0.0581 0.0141
H -4.353 -0.433 6.574 -0.0806 0.0071 0.0139
H -3.389 -1.926 6.650 0.1135 0.0647 -0.0197
H -1.924 3.310 5.745 -0.0295 -0.0245 0.0450
H -2.076 3.180 3.975 -0.0104 0.0288 0.0221
H -0.735 2.379 4.808 0.0268 -0.0115 0.0756
C 5.712 0.912 -2.173 -0.0303 0.1983 -0.0032
Cl 5.543 1.000 -0.422 -0.0362 -0.0152 0.0402
Cl 6.977 -0.221 -2.621 0.0438 -0.0446 -0.0702
Cl 6.009 2.518 -2.848 0.0594 -0.0145 -0.0169
H 4.778 0.571 -2.597 -0.0319 -0.1095 0.0697
C 0.630 -0.430 -0.825 -0.3401 0.1051 -0.1956
Cl 2.250 -0.262 -1.456 0.2647 -0.1395 -0.0320
Cl 0.301 0.882 0.304 -0.1275 0.0872 0.1773
Cl 0.359 -1.991 -0.057 0.1206 -0.1450 -0.0169
H -0.083 -0.357 -1.636 -0.0298 0.0531 -0.0168
```
Forces are in eV/Å.

**LUMO level**: 0.28 eV
**Total charge**: 0
**SMILES string**: COP(=O)(OC)OC.COP(=O)(OC)OC.COP(=O)(OC)OC.COP(=O)(OC)OC.COP(=O)(OC)OC.COP(=O)(OC)OC.ClC(Cl)Cl.ClC(Cl)Cl
**HOMO-LUMO gap**: 10.572 eV